107
Properties=species:S:1:pos:R:3:forces:R:3 method="wB97M-V/def2-TZVPD" homo_lumo_gap_ev=6.268 e_lumo_ha=0.0578 max_force_ev_per_a=0.8 spin_multiplicity=1 total_energy_ev=-119468.0265 charge=-1
F 3.9873 -2.4041 -5.8984 0.1 -0.2 0.2
C 3.8396 -1.7569 -7.1329 0.0 0.2 -0.2
C 2.6184 -0.8796 -7.1397 -0.1 -0.4 0.5
Ga 0.9363 -2.0107 -6.7809 0.6 -0.3 -0.5
I -0.8684 -0.5800 -5.4781 -0.1 0.2 0.2
H 3.7774 -2.5270 -7.9036 0.0 -0.2 0.0
H 4.7728 -1.2033 -7.2722 0.1 0.0 -0.1
H 2.7702 -0.0994 -6.3937 -0.1 0.3 -0.1
H 2.5557 -0.4345 -8.1315 -0.1 0.2 -0.1
H 1.2639 -3.2810 -5.8764 -0.1 0.1 0.2
H 0.3182 -2.4057 -8.1876 -0.1 0.2 0.0
C 5.2415 -0.4367 -3.7793 0.1 0.2 -0.1
C 6.3287 0.4173 -3.1634 -0.1 -0.1 0.1
O 6.9576 1.2557 -3.7982 0.0 0.0 0.0
N 6.5739 0.2077 -1.8476 0.1 -0.3 -0.2
C 5.8942 -0.7151 -0.9674 0.1 0.2 0.1
H 5.1178 -0.1730 -4.8233 0.1 0.1 0.0
H 5.4985 -1.4936 -3.7195 -0.1 0.0 0.0
H 4.2922 -0.2767 -3.2675 0.0 -0.1 0.0
H 7.2957 0.7814 -1.4408 -0.2 0.2 0.1
H 5.4312 -0.1721 -0.1411 0.0 0.0 0.0
H 6.5991 -1.4360 -0.5457 0.0 0.0 0.0
H 5.1257 -1.2596 -1.5047 0.0 0.0 0.0
C 6.5830 3.5385 2.1344 -0.1 -0.1 0.0
C 6.6109 3.1752 0.6713 0.0 -0.1 0.1
O 6.9794 2.0669 0.3008 0.2 0.0 0.1
N 6.1851 4.0950 -0.2224 0.1 0.1 0.0
C 5.6760 5.4258 0.0442 0.0 -0.1 -0.1
H 6.9056 2.6630 2.6896 0.0 0.0 0.0
H 7.2442 4.3734 2.3695 -0.1 0.1 -0.1
H 5.5618 3.7956 2.4173 0.0 0.1 0.2
H 6.2303 3.7809 -1.1807 0.0 0.0 0.0
H 4.6546 5.5234 -0.3241 0.0 0.0 0.1
H 6.2964 6.1772 -0.4487 0.0 0.0 0.0
H 5.6679 5.6203 1.1108 0.0 0.0 0.0
C 1.5704 3.2877 2.0867 0.1 0.2 0.2
C 2.5619 3.6990 3.1432 -0.1 0.0 -0.5
O 3.4519 4.5039 2.8918 0.2 0.1 0.3
N 2.4472 3.1464 4.3800 -0.1 0.1 -0.1
C 1.4817 2.1516 4.8059 0.3 0.0 0.1
H 1.8078 3.8207 1.1724 0.1 0.0 0.0
H 1.6090 2.2219 1.8812 -0.1 -0.1 0.0
H 0.5568 3.5377 2.3985 -0.1 -0.2 0.0
H 3.1291 3.4781 5.0425 0.0 0.0 0.0
H 0.8685 2.5290 5.6267 -0.1 0.0 0.0
H 2.0030 1.2513 5.1432 -0.1 0.0 0.0
H 0.8236 1.8988 3.9841 -0.1 0.0 0.0
C -3.1089 1.2215 2.2716 0.2 0.2 0.0
C -2.2349 1.6045 3.4386 0.0 0.0 -0.2
O -1.3474 2.4424 3.3369 -0.1 0.0 0.2
N -2.4682 0.9700 4.6138 0.0 -0.1 0.0
C -3.4714 -0.0462 4.9003 0.2 0.2 0.1
H -2.7991 1.8058 1.4099 0.1 0.0 0.0
H -3.0066 0.1652 2.0410 -0.1 -0.1 0.0
H -4.1567 1.4250 2.4870 -0.1 -0.1 0.0
H -1.8632 1.2636 5.3637 0.0 0.0 0.0
H -4.1337 0.3166 5.6841 -0.1 -0.2 0.0
H -2.9869 -0.9637 5.2405 -0.1 0.0 0.0
H -4.0513 -0.2704 4.0096 0.0 0.0 -0.1
C -6.5488 2.9314 6.6488 0.0 0.0 0.0
C -5.3501 2.4971 7.4609 0.0 0.0 -0.1
O -4.9200 1.3555 7.4140 -0.1 0.1 0.1
N -4.7568 3.4299 8.2478 0.0 0.1 0.0
C -5.1198 4.8228 8.4217 0.2 -0.1 0.1
H -6.8984 2.0769 6.0791 0.0 0.0 0.0
H -7.3535 3.2796 7.2969 0.0 0.1 0.0
H -6.2807 3.7321 5.9591 0.0 0.0 0.0
H -3.9632 3.0784 8.7594 0.0 0.0 0.0
H -4.2962 5.4735 8.1251 0.0 0.0 0.0
H -5.3628 5.0289 9.4653 0.0 0.0 0.0
H -5.9837 5.0666 7.8140 0.0 0.0 0.0
C 0.4212 -7.0000 -7.5050 0.0 0.0 0.0
C -0.7622 -6.0595 -7.4038 0.0 -0.1 0.1
O -0.6805 -4.8924 -7.7034 -0.2 -0.1 -0.2
N -1.9431 -6.5877 -6.9403 0.0 -0.1 -0.1
C -2.2191 -7.9453 -6.5310 -0.1 0.2 0.0
H 1.2653 -6.4272 -7.8737 0.0 0.1 0.0
H 0.6750 -7.4140 -6.5281 0.0 0.0 0.0
H 0.2136 -7.8212 -8.1939 0.0 0.0 0.0
H -2.6852 -5.9089 -6.8865 0.0 0.0 0.0
H -3.0130 -8.3852 -7.1407 0.0 -0.1 0.0
H -2.5346 -7.9824 -5.4851 0.0 -0.1 0.0
H -1.3299 -8.5577 -6.6385 0.0 0.0 0.0
C -7.3535 -0.8901 1.5627 0.0 0.0 0.0
C -6.0250 -1.3256 0.9860 0.0 0.0 -0.1
O -4.9683 -1.0741 1.5427 -0.1 -0.1 0.1
N -6.0451 -2.0063 -0.1869 -0.1 0.0 0.0
C -7.1918 -2.3860 -0.9886 0.2 0.0 0.0
H -7.1624 -0.3616 2.4910 0.0 0.0 0.0
H -7.8759 -0.2240 0.8757 0.0 0.0 0.0
H -7.9895 -1.7513 1.7693 0.0 0.0 0.0
H -5.1285 -2.2616 -0.5194 0.0 0.0 0.0
H -7.2402 -3.4703 -1.0995 0.0 0.0 0.0
H -7.1285 -1.9417 -1.9827 0.0 0.0 0.0
H -8.1092 -2.0480 -0.5199 0.0 0.0 0.0
C 0.1274 -0.7984 1.2886 0.0 0.1 0.0
C 0.3947 0.0028 0.0305 0.0 -0.4 -0.4
O 0.4969 1.2164 0.0549 0.0 0.2 0.1
N 0.5151 -0.6795 -1.1376 0.0 0.1 0.3
C 0.4262 -2.1077 -1.3604 0.0 0.1 -0.1
H 0.0540 -0.1032 2.1207 0.0 0.1 0.0
H -0.8098 -1.3508 1.2073 0.0 -0.1 0.0
H 0.9360 -1.5046 1.4817 0.0 0.0 0.0
H 0.6894 -0.0859 -1.9353 -0.1 -0.1 -0.1
H 1.3558 -2.4890 -1.7854 0.0 0.0 0.0
H -0.3842 -2.3381 -2.0537 0.0 0.0 0.0
H 0.2377 -2.6251 -0.4253 0.0 0.0 0.1


83
Properties=species:S:1:pos:R:3:forces:R:3 method="wB97M-V/def2-TZVPD" homo_lumo_gap_ev=1.200 e_lumo_ha=-0.2018 max_force_ev_per_a=9.7 spin_multiplicity=1 total_energy_ev=-90307.4394
C 3.2612 -2.0475 4.2273 -1.2 0.6 -1.1
C 4.1594 -2.5973 2.9735 0.3 0.0 0.8
C 3.2549 -3.1282 1.7586 -2.1 -2.2 0.6
O 2.5597 -4.2089 1.9817 3.4 3.7 -1.1
O 3.1748 -2.5616 0.4532 -1.5 0.1 2.8
C 2.1485 -1.5071 0.3945 1.9 0.1 -1.3
O 1.5155 -1.4514 1.6937 -3.5 -0.6 -1.3
C 0.1725 -1.9317 1.6352 -1.5 -3.9 -0.2
N -0.7883 -2.6733 1.5393 5.5 4.1 0.4
O 1.2825 -1.8882 -0.6819 0.1 2.2 1.0
C 0.7081 -0.7786 -1.3705 0.6 3.1 -4.1
O 1.1985 -0.3346 -2.4430 -2.0 -2.3 5.1
C -0.6152 -0.0067 -0.8403 -4.1 1.2 2.2
C -0.6679 1.5503 -0.6163 -1.6 -1.6 0.1
C -1.9035 2.3209 -0.0643 -0.2 -3.6 -0.7
C -3.1969 1.4726 0.2961 2.9 -1.9 -1.7
C -3.2497 -0.0776 0.0627 2.8 2.2 -0.5
C -1.9584 -0.7828 -0.4988 0.5 2.9 0.4
C 2.9964 -0.1375 0.1293 0.7 0.2 1.0
F 4.2629 -0.3452 0.8505 -2.0 0.1 -1.2
C 2.3367 1.1800 0.7792 1.1 0.8 -0.2
C 3.2961 1.7310 1.9639 -0.8 0.6 0.6
H 3.8886 -1.8451 5.1606 -0.8 -0.6 -1.5
H 2.7636 -1.0524 3.8991 0.9 -1.6 0.6
H 2.3716 -2.7648 4.4271 1.8 1.0 -0.2
H 4.9849 -1.8638 2.6783 -1.5 -1.0 0.1
H 4.7044 -3.5322 3.4017 -0.9 1.3 -0.9
H 0.2939 2.1242 -0.8564 -1.8 -0.8 0.4
H -1.8410 3.4655 0.0943 0.1 -2.1 0.0
H -4.0897 2.0394 0.7294 1.9 -1.1 0.1
H -4.2106 -0.6734 0.3083 2.1 0.9 -0.3
H -1.9718 -1.9092 -0.6714 -0.2 1.8 0.5
H 3.3133 -0.0175 -0.9729 -0.8 -0.4 1.8
H 1.2775 1.0434 1.1842 1.5 0.0 -0.7
H 2.3513 1.9975 -0.0455 -0.2 -1.4 1.4
H 2.8072 2.6619 2.4575 0.6 -1.5 -1.0
H 3.4052 0.9664 2.8284 0.0 1.2 -1.7
H 4.3006 2.0845 1.5468 -1.4 -0.8 0.7
C -4.2055 -4.4594 -2.1633 -0.7 -2.0 -0.7
C -3.5887 -4.5444 -0.7536 -1.1 9.4 -2.2
O -4.1118 -3.6064 -0.0416 1.8 -2.3 -0.5
H -3.9912 -3.4984 -2.6393 0.2 0.0 0.5
H -3.7846 -5.2434 -2.8026 -0.1 0.1 -0.1
H -5.2903 -4.6017 -2.1439 0.2 0.1 0.1
H -2.4953 -4.5308 -0.9088 0.5 -0.9 1.4
H -3.7573 -5.6553 -0.4271 -1.7 -4.2 2.5
Be 4.3956 -4.9738 1.8647 -0.3 -1.0 0.0
Cl -4.5699 -6.4306 0.6456 0.8 -0.1 -1.1
Be -4.1786 3.3861 -0.8461 0.1 -1.0 0.1
C 2.6446 1.1315 -5.6262 -0.4 0.1 -0.3
C 4.0176 1.4641 -6.1611 0.3 -0.2 0.0
C 4.1962 2.8987 -5.7026 0.2 0.2 0.0
O 3.4592 3.0371 -4.4813 0.0 0.0 -0.2
C 2.6291 1.8803 -4.3115 0.0 -0.1 0.2
H 2.4653 0.0577 -5.5071 0.1 -0.4 0.2
H 1.8770 1.5359 -6.2962 0.0 0.1 0.0
H 4.7664 0.8235 -5.6835 -0.1 0.0 -0.1
H 4.1085 1.3475 -7.2424 0.0 0.0 0.1
H 3.7768 3.6042 -6.4287 0.0 0.0 0.0
H 5.2436 3.1578 -5.5307 -0.1 0.2 0.1
H 3.0596 1.2750 -3.5057 0.0 -0.1 0.0
H 1.6234 2.1899 -4.0160 0.1 0.1 0.1
O 4.3100 7.7096 -2.3644 -0.1 -0.2 -0.6
S 3.9781 6.3712 -2.8719 -0.1 -0.1 0.1
O 2.5948 6.3697 -3.3718 0.1 0.1 0.4
O 4.1067 5.3831 -1.7906 -0.1 -0.1 -0.5
O 4.8997 6.0219 -3.9641 0.2 0.1 0.5
C -4.6202 0.5432 5.0930 0.1 0.4 -0.1
C -6.1277 0.4322 5.1633 -0.3 -0.2 0.4
C -6.5280 0.6267 3.7147 -0.1 0.0 -0.2
O -5.4518 0.1157 2.9130 -0.7 0.6 -0.5
C -4.3146 -0.1210 3.7653 0.7 -0.1 0.6
H -4.1056 0.0719 5.9316 0.0 0.0 -0.1
H -4.3273 1.5989 5.0601 0.0 0.0 0.1
H -6.4100 -0.5714 5.4971 0.0 0.1 -0.1
H -6.5914 1.1582 5.8339 0.0 0.0 -0.1
H -6.6494 1.6906 3.4757 -0.1 0.2 0.2
H -7.4546 0.1045 3.4615 0.0 0.0 -0.1
H -4.2012 -1.2030 3.8783 0.2 0.2 -0.2
H -3.4134 0.2738 3.2948 -0.3 -0.3 0.0
Mg -6.1429 1.9319 0.1822 0.1 0.0 0.0
F 2.6001 -1.8011 -4.9864 -0.1 0.3 0.0
F -2.7373 -1.4724 2.4007 0.0 0.3 -0.7